C19H32F6N5O4PdS3Si2 | ωB97M-V with the def2-TZVPD basis set

As for the lowest unoccupied orbital energy (spin up / spin down): 2.17 / 0.70 eV. The molecular weight is 767.28 g mol⁻¹. The gap between HOMO and LUMO (spin up / spin down) comes out at 6.4 / 6.1 eV. Its HOMO energy (spin up / spin down) is -4.271 / -5.379 eV. The value obtained for the energy above the lowest of the compared OMol25 structures with the same formula, charge and spin is 229.4 kJ/mol. The multiplicity is 5. The net charge is -1. The strongest force on any atom is 3.68 eV Å⁻¹.

Geometry as XYZ:
```
72
C19H32F6N5O4PdS3Si2, DFT ωB97M-V with the def2-TZVPD basis set
Pd -0.764 -0.038 -0.176
C 2.715 3.345 0.676
Si 1.222 2.575 -0.290
C 2.119 1.247 -1.338
C 0.485 3.904 -1.446
N 0.092 1.797 0.758
C -0.368 2.060 1.971
C -0.018 3.223 2.693
C -0.441 3.435 3.979
C -1.270 2.498 4.608
C -1.675 1.378 3.931
C -1.246 1.096 2.614
N -1.582 -0.008 1.962
Si -2.275 -1.466 2.568
C -4.123 -1.289 3.074
C -2.105 -2.750 1.183
C -1.247 -2.070 4.080
H 3.591 3.399 0.037
H 2.966 2.732 1.535
H 2.511 4.347 1.036
H 2.213 1.593 -2.362
H 1.532 0.327 -1.370
H 3.115 1.038 -0.955
H 1.239 4.240 -2.150
H 0.099 4.778 -0.928
H -0.320 3.464 -2.025
H 0.601 3.948 2.189
H -0.146 4.337 4.499
H -1.601 2.667 5.623
H -2.353 0.676 4.390
H -4.677 -0.750 2.312
H -4.242 -0.752 4.011
H -4.584 -2.265 3.192
H -2.813 -2.572 0.380
H -2.258 -3.764 1.539
H -1.110 -2.699 0.740
H -1.448 -1.488 4.974
H -0.192 -1.958 3.848
H -1.429 -3.114 4.310
F -2.079 -2.375 -5.116
C -1.406 -2.786 -4.044
F -0.099 -2.752 -4.343
F -1.707 -4.089 -3.884
S -1.836 -1.825 -2.437
O -0.514 -1.677 -1.838
O -2.681 -2.782 -1.788
N -2.582 -0.580 -2.914
S -2.003 0.920 -2.585
O -0.582 1.036 -2.240
O -2.848 2.087 -2.810
C -1.466 0.934 -4.495
F -0.792 2.052 -4.858
F -0.614 -0.094 -4.764
F -2.468 0.824 -5.393
S 1.152 -1.168 1.324
C 2.379 -1.693 0.303
N 2.117 -2.263 -0.877
C 3.167 -2.627 -1.799
C 4.353 -1.685 -1.598
C 4.805 -1.765 -0.144
N 3.659 -1.605 0.724
H 1.161 -2.203 -1.225
H 2.781 -2.557 -2.816
H 3.467 -3.666 -1.611
H 4.022 -0.667 -1.807
H 5.178 -1.936 -2.262
H 5.525 -0.972 0.074
H 5.293 -2.727 0.059
H 3.778 -1.163 1.622
C -2.742 0.772 -0.781
H -3.613 0.123 -0.850
H -3.018 1.788 -0.498
```